No. 1
Formula: C60H156F4N24O20P8
Source: OMol25
Level of theory: the ωB97M-V functional and the def2-TZVPD basis

The geometry in XYZ format:
```
272
Properties=species:S:1:pos:R:3:lowdin_charge:R:1
P 0.33 -5.20 -1.39 0.595
P -5.23 -1.80 2.39 0.611
P 1.76 0.20 -5.09 0.626
P -4.30 5.50 3.78 0.595
P -0.58 6.52 -3.02 0.589
P 6.79 -2.16 1.71 0.619
P 1.27 -3.27 4.66 0.642
P 4.08 3.02 2.73 0.633
F -0.61 -1.63 -2.54 0.034
F -2.76 -0.88 -9.02 0.060
F -4.63 -1.65 -3.85 0.061
F -3.58 1.72 -3.65 0.095
O 7.13 -0.70 1.57 -0.302
O -3.13 1.67 -5.92 0.113
O -2.39 2.30 -7.90 0.114
O -2.87 -4.43 -7.02 0.121
O 4.25 4.24 3.61 -0.311
O 2.22 -3.97 3.74 -0.297
O -5.65 6.08 4.14 -0.305
O -5.48 -3.64 -3.34 0.132
O 1.00 -3.88 -1.40 -0.286
O -1.32 2.96 -5.85 0.057
O -0.60 2.05 -0.59 0.120
O -0.14 -0.15 -0.75 0.116
O -7.53 -4.29 -2.77 0.120
O -2.21 0.47 -1.07 0.072
O -7.10 -3.37 -4.74 0.127
O -2.91 -2.11 -7.09 0.106
O -1.52 6.25 -4.10 -0.265
O -1.29 -3.23 -8.16 0.061
O -3.78 -1.96 2.04 -0.308
O 0.36 0.24 -4.62 -0.271
N -4.10 4.61 2.34 -0.289
N -3.76 4.40 5.08 -0.306
N 7.91 -3.17 0.90 -0.304
N -1.30 -5.29 -1.95 -0.291
N 0.74 -1.64 4.11 -0.271
N 5.21 -2.60 1.20 -0.278
N 1.93 -2.88 6.13 -0.308
N 4.89 1.64 3.37 -0.293
N -5.80 -2.90 3.51 -0.318
N 6.88 -2.83 3.29 -0.302
N -1.27 6.33 -1.44 -0.269
N 0.25 -5.91 0.17 -0.276
N 1.91 1.35 -6.36 -0.282
N -0.21 8.16 -2.95 -0.332
N 2.45 2.58 2.62 -0.283
N -0.21 -4.12 5.01 -0.304
N 1.12 -6.43 -2.27 -0.303
N -3.11 6.64 3.76 -0.311
N -6.35 -2.02 1.05 -0.307
N 4.48 3.22 1.04 -0.296
N -5.58 -0.29 3.09 -0.303
N 2.25 -1.36 -5.70 -0.300
N 3.01 0.56 -3.97 -0.298
N 0.96 5.74 -2.98 -0.276
C -5.93 -3.04 -5.50 0.013
C -4.84 -3.53 4.45 -0.093
C -2.47 -4.81 -1.16 -0.059
C 0.39 -0.61 5.07 -0.133
C 3.31 -2.51 6.19 -0.136
C -1.64 2.81 -4.52 -0.086
C -2.43 3.91 5.21 -0.173
C -2.25 -0.94 -0.89 -0.047
C 2.70 0.32 -2.61 -0.119
C 1.21 4.29 -2.56 -0.067
C 1.55 3.70 2.77 -0.154
C -4.86 -2.90 -4.33 -0.277
C -6.87 0.10 3.32 -0.166
C 2.56 -6.09 -2.59 -0.078
C -2.42 -3.35 -7.41 -0.495
C 3.39 -1.50 -6.68 -0.097
C 4.92 -2.37 -0.22 -0.108
C -2.25 2.36 -6.67 -0.486
C -4.76 3.97 6.15 -0.070
C 7.49 -2.06 4.37 -0.117
C 1.65 -2.60 -5.16 -0.099
C 4.18 1.38 -4.20 -0.114
C -4.70 0.87 2.74 -0.093
C 6.29 1.85 3.69 -0.132
C -6.27 -1.05 -0.04 -0.097
C 0.10 -1.55 2.77 -0.094
C -2.64 1.59 -4.56 -0.284
C -1.04 9.08 -3.60 -0.145
C 4.04 -2.22 2.04 -0.089
C 4.85 2.14 0.12 -0.107
C -2.56 5.74 -1.38 -0.135
C 4.25 0.60 4.20 -0.101
C -1.00 0.91 -0.74 -0.514
C 2.03 6.09 -3.86 -0.137
C -0.56 6.54 -0.15 -0.079
C 1.48 1.05 -7.74 -0.103
C -0.81 -1.29 -1.21 -0.303
C -0.83 -1.82 -8.04 -0.019
C -0.31 -5.58 4.77 -0.094
C -3.10 7.38 2.55 -0.148
C 1.86 1.60 1.61 -0.057
C -5.23 4.14 1.50 -0.098
C -2.83 7.53 4.93 -0.069
C 0.18 -4.92 1.23 -0.140
C 0.83 8.75 -2.11 -0.111
C 0.65 -7.68 -2.79 -0.141
C -0.54 -7.16 0.35 -0.090
C 1.98 2.85 -6.11 -0.089
C 1.73 -3.89 7.22 -0.084
C 7.54 -4.46 0.25 -0.110
C -2.92 3.79 1.98 -0.103
C -6.76 -3.82 -3.60 -0.633
C -6.70 -3.38 0.63 -0.097
C -7.17 -3.00 4.00 -0.136
C 4.38 4.50 0.43 -0.138
C 9.30 -2.90 1.06 -0.137
C -1.47 -5.06 -3.38 -0.124
C 6.30 -4.11 3.67 -0.102
C -2.15 -1.11 -7.79 -0.246
C -1.39 -3.41 5.36 -0.138
H -6.08 -2.08 -5.99 0.143
H 3.07 -1.97 -7.62 0.074
H -0.65 9.17 -4.61 0.080
H 0.37 5.96 -0.06 0.064
H -2.05 -0.15 -7.28 0.145
H 2.93 5.72 -3.38 0.080
H 2.23 4.28 -2.17 0.061
H 3.34 4.72 0.18 0.058
H -5.83 3.40 2.04 0.058
H -0.75 -4.35 1.27 0.067
H -7.37 -2.45 4.92 0.086
H 4.73 2.55 -0.89 0.067
H -1.36 -2.95 6.35 0.086
H -5.32 -4.31 5.04 0.085
H -0.84 -5.99 5.64 0.077
H 3.52 0.52 -1.92 0.068
H 6.67 -1.63 4.96 0.063
H -5.88 -3.74 0.01 0.079
H 1.89 5.61 -4.83 0.080
H 0.99 -4.20 1.31 0.059
H -3.98 -3.85 3.86 0.060
H 0.67 -3.94 7.45 0.073
H 6.87 0.93 3.57 0.049
H -1.18 6.21 0.68 0.047
H 1.37 -0.04 -7.78 0.045
H -0.38 -7.89 -2.51 0.068
H 0.61 3.95 -1.73 0.061
H -7.43 -4.05 4.11 0.087
H -2.38 -3.73 -1.23 0.065
H 5.75 -2.72 -0.83 0.069
H 1.19 3.62 -3.42 0.045
H 0.53 1.52 -7.98 0.074
H -1.95 -5.96 -3.78 0.087
H -2.39 2.82 5.08 0.072
H 1.56 4.28 1.85 0.069
H -2.43 -5.20 -0.15 0.061
H -3.68 8.20 5.05 0.079
H -0.95 10.12 -3.28 0.087
H 4.04 2.39 -3.81 0.067
H -7.20 -1.09 -0.61 0.086
H -0.38 -1.45 -8.96 0.142
H 4.55 5.22 1.24 0.075
H -0.14 -7.68 1.22 0.081
H 3.18 -2.85 1.85 0.064
H 6.81 -4.80 4.35 0.083
H 5.02 4.57 -0.45 0.085
H 9.97 -3.76 0.92 0.084
H -2.95 3.57 0.91 0.070
H 0.12 -5.40 2.21 0.046
H 8.04 -2.73 5.02 0.079
H -0.77 -2.19 2.73 0.056
H -0.64 -0.76 5.39 0.062
H -0.45 -7.82 -0.50 0.056
H -0.92 -5.78 3.89 0.065
H 8.13 -5.29 0.63 0.071
H -3.52 8.36 2.76 0.087
H 4.24 -2.08 -6.33 0.074
H 4.26 -2.25 3.11 0.050
H 3.92 -3.19 5.60 0.064
H 4.81 -1.30 -0.41 0.065
H -0.12 -0.54 2.43 0.063
H -7.32 0.67 2.50 0.090
H 6.78 2.68 3.19 0.087
H 1.69 4.32 3.66 0.080
H -6.71 0.68 4.23 0.098
H -3.38 6.40 -1.68 0.082
H -2.17 -4.18 5.41 0.072
H -2.89 6.86 5.79 0.071
H 0.52 3.43 2.97 0.064
H 1.17 3.41 -6.57 0.075
H 2.85 3.23 -6.66 0.080
H 1.82 0.90 -2.34 0.070
H 1.22 -8.47 -2.30 0.082
H -0.30 7.59 -0.01 0.061
H -2.76 5.53 -0.33 0.053
H -0.56 -5.03 -3.98 0.074
H 4.39 1.49 -5.27 0.071
H 2.64 0.84 1.51 0.046
H 0.57 -2.50 -5.15 0.061
H 4.00 -2.87 -0.50 0.079
H -0.13 -1.77 -7.20 0.107
H -5.66 -3.80 -6.24 0.136
H 3.06 -7.05 -2.71 0.072
H 1.99 3.05 -5.04 0.040
H 7.66 -4.46 -0.84 0.076
H 5.33 -3.89 4.13 0.048
H -0.82 2.56 -3.85 0.111
H 8.21 -1.35 3.97 0.073
H -7.72 -3.32 0.23 0.093
H -1.68 -2.75 4.54 0.065
H 2.51 -5.74 -3.62 0.067
H 5.07 1.00 -3.70 0.085
H 3.77 -0.49 -6.83 0.060
H 1.04 -0.56 5.94 0.071
H 3.51 -1.53 5.76 0.059
H 0.94 1.16 1.99 0.057
H 6.58 -4.77 0.67 0.057
H -5.74 4.37 5.90 0.061
H -5.84 5.03 1.31 0.079
H 0.46 0.40 4.65 0.072
H 2.27 -4.80 6.95 0.090
H -2.59 4.85 -2.01 0.067
H 1.44 9.40 -2.74 0.080
H -1.55 -6.90 0.65 0.067
H -2.03 4.32 2.31 0.064
H 5.03 -0.08 4.56 0.063
H -4.82 2.89 6.01 0.060
H 9.50 -2.49 2.05 0.067
H 1.52 8.04 -1.64 0.075
H 6.38 1.97 4.77 0.078
H -5.49 -1.31 -0.76 0.069
H 4.27 1.24 0.28 0.041
H -7.62 -0.67 3.46 0.062
H -4.52 -2.73 5.11 0.081
H -2.09 7.48 2.14 0.069
H -3.90 -3.33 -4.62 0.136
H -6.60 -4.00 1.52 0.063
H -4.85 1.70 3.42 0.069
H 2.19 -3.48 8.12 0.077
H -7.82 -2.55 3.26 0.064
H -4.97 3.66 0.56 0.080
H -2.05 8.69 -3.75 0.082
H -6.15 -0.06 0.40 0.064
H -2.13 0.65 -4.34 0.146
H 2.18 1.46 -8.47 0.085
H -3.65 0.57 2.76 0.075
H -1.99 -4.12 -3.58 0.066
H -2.48 -1.14 0.16 0.115
H -2.04 4.18 6.19 0.078
H 0.66 -6.07 4.77 0.082
H -0.62 -2.19 -0.63 0.135
H 3.88 1.17 5.05 0.086
H 3.85 -1.15 1.94 0.057
H -3.38 -5.14 -1.66 0.086
H 2.39 -0.71 -2.47 0.080
H -3.71 6.95 1.76 0.072
H 3.09 -5.40 -1.94 0.072
H -2.03 3.72 -4.07 0.112
H 3.67 -2.28 7.20 0.093
H 6.13 -4.78 2.82 0.069
H -1.95 8.17 4.90 0.087
H -1.69 4.33 4.53 0.060
H 1.72 2.08 0.64 0.071
H 0.26 9.30 -1.36 0.078
H 2.18 7.16 -3.93 0.077
H -4.38 4.28 7.13 0.074
H 5.86 1.75 0.23 0.076
H 0.76 -7.78 -3.87 0.084
H -2.97 2.86 2.54 0.052
H -3.04 -1.31 -1.54 0.129
H -5.00 1.27 1.77 0.061
H 0.85 -1.98 2.10 0.062
H 2.02 -3.45 -5.73 0.079
H 2.09 -2.73 -4.17 0.070
H 3.42 0.23 3.61 0.052
H 9.64 -2.10 0.41 0.077
```

Computed properties:
Highest occupied orbital energy in hartree: -0.2927
Total charge: 0
SMILES: CN(C)P(=O)(N(C)C)N(C)C.CN(C)P(=O)(N(C)C)N(C)C.CN(C)P(=O)(N(C)C)N(C)C.CN(C)P(=O)(N(C)C)N(C)C.CN(C)P(=O)(N(C)C)N(C)C.CN(C)P(=O)(N(C)C)N(C)C.CN(C)P(=O)(N(C)C)N(C)C.CN(C)P(=O)(N(C)C)N(C)C.O=C1OC[C@@H](F)O1.O=C1OC[C@@H](F)O1.O=C1OC[C@@H](F)O1.O=C1OC[C@@H](F)O1
2S+1: 1
Energy in Ha: -8329.214631

---

No. 2
Formula: C4H11O2S
Source: OMol25
Level of theory: the ωB97M-V functional and the def2-TZVPD basis

The geometry in XYZ format:
```
18
Properties=species:S:1:pos:R:3:lowdin_charge:R:1
S 0.26 0.85 -1.25 0.842
O 0.36 1.73 -2.40 -0.318
O 0.00 -2.17 2.39 -0.033
C -0.62 -1.11 2.03 -0.025
C 0.92 -0.80 -1.38 -0.109
C 1.02 1.60 0.20 -0.142
C -1.41 0.52 -0.82 -0.154
H -1.82 1.31 -0.34 0.044
H 0.24 -1.25 -0.62 0.052
H -0.41 -2.80 3.15 0.199
H 0.84 2.71 0.18 0.102
H -2.00 0.08 -1.72 0.150
H 0.60 1.14 1.18 0.083
H -1.32 -0.27 -0.06 0.008
H 0.73 -1.21 -2.28 0.038
H 2.14 1.50 0.18 0.093
H -1.53 -0.92 2.68 0.045
H 2.01 -0.90 -1.10 0.123
```

Computed properties:
Energy above the lowest of the compared OMol25 structures with the same formula, charge and spin in eV: 4.222
Highest occupied orbital energy in hartree: -0.4757
Total charge: +1
2S+1: 1
Energy in Ha: -707.232997

---

No. 3
Formula: C32H55N7
Source: OMol25
Level of theory: the ωB97M-V functional and the def2-TZVPD basis

The geometry in XYZ format:
```
94
Properties=species:S:1:pos:R:3:lowdin_charge:R:1
N 3.75 -2.53 -0.96 -0.144
N -2.27 -3.61 -0.64 0.015
N -4.06 0.59 -2.56 -0.175
N 0.18 1.78 0.61 -0.012
N 2.50 4.18 0.89 0.064
N 1.87 -0.48 2.35 0.089
N -1.34 3.29 3.88 0.044
C -0.57 0.10 -0.69 -0.179
C -1.08 -1.87 -0.07 -0.202
C 1.96 0.55 1.45 -0.172
C -4.22 -0.56 -1.71 -0.255
C 0.53 0.94 -0.42 -0.097
C -0.34 2.92 4.71 -0.194
C 2.58 -0.31 -1.30 -0.157
C 3.30 0.51 1.14 -0.167
C -1.13 1.58 0.84 -0.103
C -4.95 1.80 -2.31 -0.195
C -1.05 1.03 3.89 -0.098
C 4.05 -0.40 1.93 -0.114
C 0.94 3.45 2.17 -0.131
C -5.59 -1.29 -2.13 -0.054
C 1.90 5.29 1.21 -0.095
C 3.85 -1.09 -1.25 -0.222
C 3.12 -2.75 0.36 -0.248
C 3.27 -4.25 0.83 -0.065
C -0.07 1.55 4.75 -0.069
C -1.00 -3.71 -1.21 -0.097
C -1.62 0.72 -0.03 -0.130
C 1.92 3.08 1.47 -0.205
C -2.69 1.02 -2.84 -0.237
C 0.88 4.83 2.02 -0.055
C -1.72 2.09 3.36 -0.217
C -2.34 -2.45 0.15 -0.066
C 3.13 -1.03 2.71 -0.124
C -1.69 -0.05 -3.36 -0.053
C -0.24 -2.64 -0.84 -0.104
C 3.00 -3.34 -1.94 -0.237
C -4.82 2.26 -0.87 -0.101
C 3.61 -3.39 -3.36 -0.066
H -3.81 2.30 -0.48 0.048
H -6.01 1.56 -2.32 0.091
H -0.72 0.38 -3.61 0.083
H -2.63 0.34 -0.02 0.094
H 1.03 -0.76 2.85 0.131
H -3.38 -1.25 -1.74 0.085
H 4.33 -4.45 0.67 0.077
H -4.28 -0.37 -0.64 0.072
H 0.86 2.42 0.98 -0.011
H 2.06 -2.49 0.46 0.097
H 0.65 1.02 5.35 0.104
H 0.74 -2.40 -1.21 0.065
H -1.77 4.19 3.76 0.167
H 1.49 0.87 -0.92 0.050
H -4.90 2.48 -3.16 0.114
H 1.21 1.21 1.06 -0.037
H 2.28 6.23 0.82 0.121
H 5.11 -0.60 1.86 0.117
H -2.28 1.57 -1.99 0.085
H 3.76 -2.19 1.04 0.064
H -4.96 3.34 -0.76 0.068
H 2.02 -0.25 -0.37 0.031
H -0.72 -1.00 0.47 0.090
H -2.65 2.17 2.81 0.123
H 2.90 -4.38 -1.61 0.102
H 3.77 1.03 0.32 0.114
H -1.49 -0.73 -2.53 0.022
H -5.38 -1.82 -3.06 0.057
H 3.03 -3.95 -4.09 0.066
H -6.45 -0.66 -2.38 0.055
H 2.77 0.73 -1.58 0.105
H 4.47 -0.84 -2.11 0.115
H 3.69 -2.36 -3.71 0.058
H 4.59 -3.85 -3.29 0.072
H 1.80 -0.66 -1.98 0.099
H -2.05 -0.62 -4.21 0.081
H -5.38 1.79 -0.07 0.076
H -2.83 1.82 -3.56 0.106
H 4.42 -0.54 -0.50 0.086
H 0.48 2.92 2.99 0.087
H 3.04 -4.28 1.90 0.059
H -3.01 -4.30 -0.72 0.140
H 2.54 -4.92 0.38 0.056
H -0.74 -4.63 -1.71 0.110
H -1.64 2.20 1.57 0.072
H 0.15 3.72 5.27 0.120
H 3.21 -1.68 3.57 0.113
H -3.22 -2.24 0.74 0.113
H 3.39 4.10 0.42 0.165
H 2.44 2.14 1.37 0.088
H -0.66 -0.71 -1.39 0.057
H -5.79 -2.09 -1.42 0.052
H 2.04 -2.84 -1.82 0.061
H -1.25 0.05 3.49 0.106
H 0.19 5.48 2.53 0.090
```

Computed properties:
Energy above the lowest of the compared OMol25 structures with the same formula, charge and spin in eV: 16.346
Highest occupied orbital energy in hartree: -0.2575
Total charge: 0
2S+1: 1
Energy in Ha: -1634.912362

---

Look up the energy of the third one. -1634.912362 Ha

---

The lowest highest occupied orbital energy belongs to which entry? C4H11O2S